Entry from the OMol25 dataset: a cluster of 4 separate species, C12H21BFO9 in total at a distorted geometry (ωB97M-V with the def2-TZVPD basis set).

E: -1271.81633 a.u.
strongest force on any atom: 3.03 eV/A
Kohn-Sham gap: 0.2552 Eh

```
! wB97M-V def2-TZVPD RIJCOSX def2/J DEFGRID3
* xyz -1 1
B -1.1454 -0.4502 -1.7182
F -2.6383 -0.3987 -1.6829
H -0.7854 -0.1020 -2.8015
H -0.6650 0.3343 -0.9504
H -0.7639 -1.5533 -1.5152
C -0.1081 2.4883 2.7186
C 0.0162 0.9797 2.6555
C 0.4724 0.3659 3.9444
O 1.1093 -0.8211 3.5092
C 1.5760 -0.5635 2.2500
O 2.3644 -1.2725 1.6483
O 1.0459 0.5963 1.7576
H -0.3769 2.8899 1.7358
H -0.8694 2.7927 3.4429
H 0.8457 2.9515 2.9938
H -0.9229 0.5351 2.3050
H -0.3599 0.1376 4.6163
H 1.2086 0.9751 4.4816
C -1.7022 3.8909 -2.7304
C -2.8795 3.5955 -1.8237
C -3.6768 4.8135 -1.4680
O -4.2357 4.4585 -0.2167
C -3.3608 3.5767 0.3550
O -3.3981 3.2272 1.5224
O -2.4362 3.1435 -0.5538
H -1.1164 2.9817 -2.9028
H -2.0349 4.2830 -3.6960
H -1.0225 4.6165 -2.2704
H -3.5098 2.8124 -2.2618
H -4.4619 5.0274 -2.1988
H -3.0636 5.7116 -1.3292
C 3.3656 -3.5927 0.3118
C 2.5424 -4.6912 -0.3292
C 3.3734 -5.7881 -0.9228
O 2.5332 -6.2884 -1.9465
C 1.7472 -5.2411 -2.3402
O 1.0589 -5.2356 -3.3465
O 1.8395 -4.1996 -1.4596
H 2.7147 -2.7869 0.6673
H 3.9457 -3.9747 1.1570
H 4.0526 -3.1412 -0.4122
H 1.8070 -5.0812 0.3847
H 3.6121 -6.5710 -0.1974
H 4.3025 -5.4318 -1.3829
*
```

Entry from the OMol25 dataset: a structure of composition C3HBrF4 at a distorted geometry (ωB97M-V with the def2-TZVPD basis set).

ΔE to the lowest compared entry with this formula, charge and spin: 27.6 kcal per mole
E: -3088.27192 a.u.
strongest force on any atom: 7.29 eV/A
Kohn-Sham gap: 0.3831 Eh

```
! wB97M-V def2-TZVPD RIJCOSX def2/J DEFGRID3
* xyz 0 1
C -0.2204 0.5845 -0.2951
C -1.1845 0.9319 0.4756
C 1.0829 -0.9723 -0.1571
F 0.1268 1.2465 -1.4464
F -2.0443 1.8544 0.2615
F 2.2593 -0.4043 -0.4370
F 0.6888 -1.7987 -1.1403
Br -1.7354 -0.0558 1.9929
H 1.0267 -1.3862 0.7458
*
```

Entry from the OMol25 dataset: a cluster of 2 separate species, C3H3FN2S in total at a distorted geometry (ωB97M-V with the def2-TZVPD basis set).

ΔE to the lowest compared entry with this formula, charge and spin: 32.8 kcal per mole
E: -723.63137 a.u.
structure (SMILES): N#CCSC#N.F
strongest force on any atom: 3.47 eV/A
Kohn-Sham gap: 0.3922 Eh

```
! wB97M-V def2-TZVPD RIJCOSX def2/J DEFGRID3
* xyz 0 1
C 1.1691 0.4629 -0.8871
C 1.3701 0.0660 0.4795
C -0.7079 -1.3916 0.0141
N 1.0151 0.6746 -1.9781
N -1.6379 -1.0104 -0.5445
F -2.7331 1.3508 0.2504
S 0.7524 -1.6581 0.8217
H 2.3662 0.1555 0.9093
H 0.6385 0.8129 0.9682
H -2.2324 0.5373 -0.0336
*
```